Record 1
58
Properties=species:S:1:pos:R:3:forces:R:3 method="wB97M-V/def2-TZVPD" de_lowest_ev=1.330 homo_lumo_gap_ev=8.396 energy_ha=-1453.990976
O -1.125872 -0.845363 -4.191211 -0.21 -0.09 -0.10
C 0.032953 -0.647731 -3.907401 0.53 -0.19 -0.05
N 0.515349 0.341328 -3.120942 0.46 0.15 0.06
C -0.182696 1.316798 -2.397971 -0.22 0.22 0.16
C 0.557309 2.181474 -1.597262 -0.01 -0.11 -0.11
C -0.078131 3.160026 -0.856922 -0.13 0.00 -0.04
C -1.458175 3.298997 -0.904411 0.08 0.04 0.00
C -2.189324 2.431000 -1.706809 0.20 0.12 0.10
C -1.567412 1.445673 -2.447703 -0.08 -0.12 -0.13
H -2.143671 0.776009 -3.063384 -0.01 -0.02 -0.03
H -3.262818 2.531198 -1.734601 -0.14 -0.02 0.00
C -2.164779 4.366688 -0.112395 -0.07 0.04 0.01
N -3.336735 3.815752 0.547707 -0.03 0.07 -0.08
C -3.031647 2.839827 1.582484 0.04 0.05 0.33
C -2.574794 3.491492 2.894395 0.08 -0.26 -0.24
H -2.477182 2.743126 3.682236 0.08 0.01 -0.07
O -3.522293 4.429803 3.361474 -0.10 -0.03 0.05
C -3.774347 5.425708 2.392431 -0.14 0.07 -0.29
C -4.259973 4.804328 1.076188 0.03 0.12 0.30
H -4.423922 5.583981 0.330014 -0.04 0.01 -0.01
H -5.208557 4.290426 1.262583 -0.03 0.11 0.01
H -4.539431 6.075933 2.819707 0.06 0.04 -0.07
H -2.861067 6.017155 2.218085 -0.07 -0.01 0.04
H -1.600695 3.986672 2.753595 -0.05 -0.04 0.05
H -2.265133 2.156381 1.214094 -0.04 -0.07 0.05
H -3.947936 2.272498 1.772176 0.07 -0.07 0.05
H -2.519600 5.140052 -0.803182 0.04 0.04 0.11
H -1.448329 4.842043 0.577610 -0.02 0.02 -0.11
H 0.510225 3.821752 -0.236942 0.04 0.06 0.08
H 1.633357 2.082587 -1.551390 0.11 -0.02 0.01
H 1.521864 0.367134 -3.007309 -0.21 -0.13 -0.07
C 1.149789 -1.542747 -4.472844 -0.34 -0.09 -0.24
O 2.344588 -1.536013 -3.722769 0.18 0.10 0.04
C 2.356990 -2.152311 -2.507650 0.15 -0.23 0.44
C 1.242060 -2.685797 -1.883950 -0.13 -0.01 -0.10
C 1.376853 -3.283693 -0.632050 0.92 0.24 -0.13
C 2.629302 -3.344794 0.005741 -0.44 0.07 -0.34
C 3.740365 -2.795326 -0.645754 -0.31 -0.06 0.01
C 3.609696 -2.209434 -1.877780 -0.05 0.12 -0.25
H 4.458302 -1.786752 -2.391293 0.11 0.04 -0.06
H 4.705898 -2.841408 -0.167154 0.12 0.00 0.05
C 2.652192 -3.973724 1.287821 -0.63 -0.26 0.35
C 1.518173 -4.483728 1.824349 0.67 0.26 -0.07
C 0.241377 -4.418553 1.151709 -0.37 -0.25 0.30
O -0.808836 -4.848517 1.557309 0.39 0.17 -0.17
O 0.256624 -3.789636 -0.076147 -0.28 0.02 -0.15
C 1.764240 -5.121605 3.155793 -0.17 -0.09 0.04
H 1.716075 -6.208829 3.056811 -0.05 -0.04 0.07
H 1.015131 -4.827788 3.889999 -0.01 -0.07 0.04
C 3.181721 -4.640769 3.515943 -0.03 -0.02 0.00
H 3.115592 -3.786827 4.190602 0.02 -0.01 0.01
H 3.761967 -5.416388 4.011175 0.03 0.04 0.07
C 3.827281 -4.196786 2.189615 0.05 -0.01 0.03
H 4.462632 -4.981368 1.770029 0.08 0.03 -0.04
H 4.436247 -3.300244 2.305589 0.09 -0.01 -0.05
H 0.258162 -2.656019 -2.322638 -0.14 0.00 -0.08
H 1.426489 -1.156916 -5.459200 -0.09 -0.07 0.13
H 0.754552 -2.556775 -4.598200 -0.01 0.15 0.07

Record 2
58
Properties=species:S:1:pos:R:3:forces:R:3 method="wB97M-V/def2-TZVPD" charge=+1 homo_lumo_gap_ev=8.449 energy_ha=-1756.278785
C 1.208868 2.927416 -2.883130 0.03 -0.16 0.12
C 1.640516 1.486083 -3.114647 0.29 0.47 -0.42
C 1.720263 1.149205 -4.595711 0.03 -0.10 0.22
H 2.509503 1.746560 -5.043666 0.06 0.05 -0.01
H 1.967084 0.104441 -4.762752 0.02 -0.12 -0.09
H 0.796256 1.389668 -5.114485 -0.10 0.01 -0.06
H 2.627291 1.349873 -2.660892 -0.17 -0.10 0.05
N 0.733253 0.558521 -2.355482 0.05 0.24 0.41
H 0.689168 0.969563 -1.382921 -0.11 -0.16 -0.37
C -0.642405 0.463952 -2.892771 -0.59 -0.02 -0.37
C -1.448000 -0.402419 -1.979841 -0.28 -0.18 0.20
C -0.905566 -1.279256 -1.094056 -0.09 0.22 -0.18
C -1.877856 -1.863946 -0.229911 -0.45 0.15 -0.21
C -3.145458 -1.404274 -0.485537 0.71 0.13 -0.76
N -4.270278 -1.553231 0.317742 -0.68 -0.32 -0.27
C -4.414505 -0.882699 1.532446 0.15 0.00 0.04
O -5.398442 -1.001295 2.203725 -0.16 0.05 0.22
C -3.177680 -0.088120 1.816781 0.27 0.33 0.41
C -2.881390 0.996332 0.988888 0.01 0.10 0.23
C -1.581694 1.431919 0.890067 0.03 -0.04 0.02
C -0.573224 0.837499 1.659143 -0.47 0.06 0.01
C -0.936959 -0.044850 2.677064 0.19 0.21 -0.14
C -2.231434 -0.529779 2.731929 -0.40 0.13 -0.01
H -2.494955 -1.292562 3.447621 -0.01 -0.14 0.04
H -0.201440 -0.416737 3.370027 0.05 -0.07 0.03
C 0.821565 1.101657 1.270414 -0.06 -0.07 -0.17
O 1.067362 1.543820 0.143430 0.11 0.10 0.42
C 1.915115 0.783048 2.207764 0.50 -0.02 0.11
C 2.141644 -0.522807 2.644080 -0.05 0.12 -0.12
C 3.200447 -0.784350 3.495130 0.06 -0.05 0.04
C 4.027353 0.241332 3.924128 -0.01 -0.01 -0.02
C 3.814244 1.535144 3.476832 0.03 0.03 0.01
C 2.773698 1.804918 2.607951 -0.18 -0.03 -0.06
H 2.602388 2.810308 2.253041 0.01 0.10 -0.04
H 4.462108 2.335200 3.799843 0.06 0.07 0.04
H 4.842502 0.031006 4.598965 0.07 -0.02 0.06
H 3.377571 -1.796678 3.824221 0.03 -0.09 0.03
H 1.520962 -1.335024 2.292940 -0.12 -0.08 0.00
H -1.319297 2.213689 0.192450 0.02 0.05 -0.07
H -3.658132 1.444036 0.387669 -0.03 0.00 -0.08
H -5.119807 -1.943846 -0.073403 0.04 0.02 0.11
S -3.168703 -0.292449 -1.841402 0.45 -0.39 0.34
C -1.467677 -2.763727 0.885687 -0.35 -0.09 -0.12
O -0.340153 -2.722034 1.338561 0.39 -0.06 0.08
N -2.407883 -3.606324 1.346056 -0.12 -0.31 0.27
H -3.338508 -3.648683 0.971202 0.04 0.06 -0.04
H -2.159733 -4.233151 2.094874 0.03 0.03 -0.03
C 0.567713 -1.527048 -1.047449 0.07 0.15 0.07
C 1.275407 -0.812587 -2.195779 0.23 -0.73 0.22
H 1.128611 -1.356933 -3.130541 0.03 0.15 -0.02
H 2.343961 -0.751351 -1.986827 -0.07 0.12 -0.09
H 0.766496 -2.598613 -1.097159 0.11 0.06 -0.01
H 0.954485 -1.191151 -0.083473 0.08 -0.10 -0.10
H -1.086756 1.459295 -2.948790 0.19 -0.02 -0.01
H -0.601270 0.046023 -3.903725 0.13 0.14 0.10
H 1.105818 3.129725 -1.820079 -0.03 0.09 0.09
H 1.970817 3.594418 -3.275773 0.07 0.03 -0.06
H 0.276737 3.161272 -3.390472 -0.11 0.03 -0.07

Record 3
67
Properties=species:S:1:pos:R:3:forces:R:3 method="wB97M-V/def2-TZVPD" de_lowest_ev=4.383 multiplicity=3 homo_lumo_gap_ev="7.028 / 7.593" energy_ha=-2614.397245
W 1.860569 0.656610 1.841888 0.05 -0.16 -0.10
C -1.032239 1.437107 2.866762 -0.02 0.01 0.00
N 0.008912 0.429170 3.166613 0.03 0.06 0.06
C 0.371491 0.633101 4.592025 0.01 -0.06 -0.01
C -0.503690 -0.969785 3.051959 -0.02 -0.03 -0.04
C 0.058538 -1.346377 0.549187 -0.06 0.01 -0.01
C -0.345682 -2.051185 -0.689640 0.02 0.01 0.00
C 0.466893 -2.219077 -1.740702 0.00 -0.01 -0.01
C 1.843928 -1.785416 -1.723784 -0.02 -0.02 -0.02
C 2.358456 -1.193859 -0.638469 0.03 0.01 0.05
C 1.517683 -0.887600 0.511194 0.00 0.13 0.06
H -1.915228 1.257189 3.487921 0.00 -0.01 0.01
H -1.325581 1.415878 1.827358 0.01 0.00 -0.02
H -0.634921 2.424865 3.098099 0.01 0.00 0.00
H -0.531987 0.608297 5.208210 -0.01 0.01 0.00
H 0.854218 1.603633 4.706355 -0.01 0.00 0.00
H 1.057384 -0.138285 4.917078 -0.01 -0.03 0.02
H -1.353625 -1.068663 3.738640 0.00 0.00 0.01
H 0.300593 -1.607439 3.419547 0.01 0.00 0.01
H -1.335399 -2.487667 -0.709102 0.00 0.01 0.01
H 0.102606 -2.767206 -2.600591 0.00 0.00 -0.01
H 2.475034 -2.002361 -2.576405 0.00 0.00 0.00
H 3.403871 -0.928863 -0.559653 0.00 0.00 0.00
C -0.007941 -2.544716 -5.756348 0.01 0.01 0.00
O -1.111926 -2.852435 -4.923828 0.01 -0.01 0.00
C -1.765468 -1.812108 -4.338947 -0.02 0.03 0.03
C -2.883524 -2.146675 -3.576164 0.03 -0.04 -0.03
C -3.603381 -1.159466 -2.935831 -0.04 0.03 0.03
C -3.190852 0.167460 -3.004597 0.02 -0.04 -0.02
C -2.091818 0.500481 -3.779595 -0.01 0.06 0.01
C -1.380557 -0.481212 -4.455095 0.01 -0.03 -0.02
N -4.031270 1.159898 -2.388300 0.00 0.00 0.00
N -3.571013 2.036303 -1.646079 -0.01 0.01 -0.01
C -2.189918 2.016582 -1.246564 0.05 -0.02 0.02
C -1.466800 3.193090 -1.391329 -0.02 0.02 -0.02
C -0.188036 3.351568 -0.862698 0.01 -0.02 0.01
C 0.400726 2.270888 -0.214953 -0.02 0.02 -0.02
O 1.460154 2.310529 0.590399 0.02 0.08 -0.01
C -0.275709 1.047313 -0.272782 0.00 -0.03 0.01
N 0.355205 0.078725 0.498853 0.10 0.02 0.02
C -0.942238 -1.512704 1.678326 0.01 0.00 0.00
C -2.247193 -0.949867 1.116214 0.01 -0.01 0.01
C -2.488190 -0.066887 0.128647 0.00 0.01 0.00
C -1.627261 0.919343 -0.563349 -0.06 -0.03 0.00
H 0.359036 -3.493568 -6.136399 -0.01 0.00 0.00
H 0.788286 -2.047093 -5.195200 0.00 0.00 0.00
H -0.307678 -1.909878 -6.593517 0.00 0.00 0.00
H -3.180767 -3.185820 -3.519259 0.00 0.01 0.00
H -4.494844 -1.405581 -2.372036 0.01 -0.01 0.00
H -1.786359 1.534776 -3.867246 0.01 -0.01 0.00
H -0.531481 -0.194161 -5.057750 0.00 0.00 0.00
H -1.957751 4.031855 -1.869246 0.00 0.00 0.00
H 0.301263 4.316124 -0.873196 0.00 0.00 0.00
H -1.121812 -2.577276 1.867602 0.00 0.00 0.00
H -3.134407 -1.411968 1.539477 0.00 0.01 0.00
H -3.540269 0.065535 -0.096347 0.00 0.01 -0.01
O 3.342834 0.114701 5.468412 0.00 -0.01 0.02
P 3.806976 -0.098065 3.955840 0.06 0.02 0.01
O 5.156086 -0.627048 3.828684 -0.01 -0.03 0.03
O 2.606454 -0.729615 3.238171 -0.06 -0.13 0.04
O 3.614147 1.442042 3.345607 -0.11 0.01 -0.02
P 4.463715 1.919141 1.974112 -0.15 0.10 -0.05
O 3.729767 3.329414 1.829270 0.31 0.02 -0.22
O 5.905379 1.971938 2.105660 0.01 -0.02 0.06
O 3.750813 0.954054 0.996692 0.08 -0.03 -0.05
H 4.112311 0.089418 6.050845 0.01 0.00 0.01
H 3.263486 3.372899 0.979357 -0.27 0.01 0.13

Record 4
61
Properties=species:S:1:pos:R:3:forces:R:3 method="wB97M-V/def2-TZVPD" de_lowest_ev=3.128 homo_lumo_gap_ev=7.509 energy_ha=-1920.705189
C -0.131610 5.501867 1.063574 0.09 -0.13 -0.06
C -0.630403 4.115314 0.861260 -0.42 0.44 -0.01
C -1.888954 3.675178 0.589672 0.25 -0.01 0.09
C -1.836813 2.254628 0.446465 0.62 0.23 0.10
C -0.514855 1.886220 0.703544 -0.44 -0.38 0.02
N 0.195908 3.014624 0.938341 -0.17 -0.04 -0.19
C 1.591750 3.047778 1.277321 0.36 0.00 0.16
C 1.862933 2.819346 2.749773 0.00 0.00 0.00
C 0.861019 2.936813 3.702528 0.00 0.01 -0.11
C 1.146064 2.741433 5.043448 0.00 0.01 0.09
C 2.432981 2.430396 5.444921 -0.01 -0.01 0.09
C 3.437265 2.311623 4.498367 0.08 -0.01 0.01
C 3.152974 2.503466 3.158974 -0.07 0.04 -0.04
H 3.937159 2.408113 2.421263 0.10 -0.03 -0.08
H 4.443607 2.066711 4.803945 0.08 -0.03 0.03
H 2.653706 2.279394 6.490861 0.02 -0.02 0.09
H 0.357504 2.834034 5.775250 -0.07 0.00 0.07
H -0.148324 3.176011 3.401368 -0.12 0.01 -0.08
H 2.117613 2.289784 0.688330 -0.05 0.13 0.03
H 1.994661 4.024822 0.991555 -0.06 -0.15 -0.07
C 0.069309 0.538678 0.888006 0.19 0.12 -0.05
H 0.772790 0.525217 1.719152 0.01 -0.04 0.10
H -0.724296 -0.177239 1.085041 -0.03 -0.09 0.00
H 0.583382 0.221256 -0.021158 0.04 -0.08 0.00
C -2.971712 1.456402 0.170448 -0.10 -0.53 -0.24
C -3.093799 0.270260 -0.500083 -0.32 0.44 0.61
C -2.082676 -0.287702 -1.373589 0.58 -0.01 -0.53
N -1.015942 0.297078 -1.718892 0.27 0.32 -0.12
H -0.478190 -0.206895 -2.418683 -0.18 -0.24 0.01
N -2.425246 -1.560016 -1.902515 -0.49 -0.08 0.21
C -3.633430 -2.140830 -1.647131 -0.18 0.14 0.14
N -4.587753 -1.634753 -0.982118 -0.65 -0.61 -0.04
C -4.430601 -0.380977 -0.400886 -0.05 0.14 0.11
O -5.355908 0.123001 0.195633 0.02 0.06 -0.02
S -3.661994 -3.727778 -2.405484 0.46 0.24 -0.07
C -2.014619 -3.403679 -2.985009 -0.89 0.05 0.36
N -1.556279 -2.266642 -2.642910 0.82 -0.11 -0.52
C -1.262502 -4.389872 -3.795322 0.26 0.02 -0.37
H -1.667401 -4.399986 -4.811808 0.10 -0.05 0.11
H -1.379634 -5.393173 -3.380723 0.01 0.01 0.04
C 0.215282 -4.002999 -3.920398 -0.25 -0.26 0.04
O 0.679651 -3.670817 -4.990500 -0.10 0.12 -0.39
N 0.965766 -4.083146 -2.801643 0.34 -0.05 0.17
C 0.540784 -4.398661 -1.456894 -0.04 0.24 0.39
H -0.508357 -4.682140 -1.421254 0.01 -0.05 0.01
C 0.781032 -3.179899 -0.552034 -0.31 -0.20 0.03
O 2.126501 -2.771144 -0.588847 0.17 -0.04 0.13
C 2.520952 -2.446523 -1.904481 0.12 -0.16 -0.29
H 3.568558 -2.149262 -1.844466 -0.06 0.02 -0.08
C 2.349501 -3.644460 -2.841292 0.20 0.36 -0.02
H 2.592200 -3.373942 -3.868873 0.03 -0.06 0.13
H 2.993061 -4.466409 -2.510199 0.00 0.05 -0.03
H 1.921023 -1.603784 -2.279231 0.05 -0.03 0.00
H 0.562201 -3.424906 0.488560 -0.06 -0.01 -0.06
H 0.132820 -2.354461 -0.879763 0.06 -0.10 0.07
H 1.148525 -5.235674 -1.090964 -0.13 0.02 0.00
H -3.913057 1.844993 0.550470 -0.02 -0.08 -0.03
H -2.761817 4.280658 0.449714 -0.16 0.21 -0.01
H 0.365201 5.606296 2.028592 0.05 0.10 0.06
H 0.573370 5.785837 0.280892 0.06 0.11 -0.01
H -0.970883 6.190537 1.029883 -0.02 0.05 0.01